#w
The following is a quantum chemistry calculation of a structure of composition C7H10O, from the Open Molecules 2025 dataset.

```
18
Properties=species:S:1:pos:R:3
C 0.406 0.093 1.274
C -0.402 0.052 -1.528
H 0.001 -1.488 2.721
H -0.125 2.825 -1.397
O 1.137 0.873 1.877
C -0.316 2.229 -0.512
H -0.512 2.858 0.348
H 1.975 -2.076 0.651
H -1.620 0.367 -3.217
C -0.542 -0.760 2.119
H -0.379 -0.915 -3.412
H -1.247 -1.337 1.520
H 0.427 -1.507 -0.159
H -1.054 -0.146 2.861
C -0.282 0.893 -0.459
C 1.393 -1.239 0.261
H 1.998 -0.490 -0.228
C -0.857 -0.232 -2.721
```

E_LUMO (spin up / spin down): -0.430 / -1.773 eV
E_HOMO (spin up / spin down): -8.6 / -7.7 eV

#x
The following is a quantum chemistry calculation of the molecule C7H10O, from the Open Molecules 2025 dataset.

```
18
Properties=species:S:1:pos:R:3
H -0.199 -2.311 -0.335
H 0.640 -1.156 1.929
C 0.258 -0.513 1.082
H -2.285 -0.680 -0.271
C 0.741 0.897 -0.758
C -1.340 -0.411 -0.800
H -1.635 -0.531 -1.874
C -0.256 -1.286 -0.301
C -0.674 0.975 -0.204
O 2.404 -0.734 -0.297
C 1.029 -0.459 -0.234
H 2.826 -1.512 0.081
H -1.107 1.855 -0.630
H 0.711 0.994 -1.800
H -1.584 0.627 1.708
C -0.563 0.689 1.260
H -0.397 1.900 1.662
H 1.432 1.656 -0.218
```

structure (SMILES): O[C@@]12C[C@H]3C[C@@H]1[C@@H]2C3
E_LUMO: 0.911 eV
E_HOMO: -9.0 eV

Which of them is the most stable? Correct choice: #x.

#w
The following is a quantum chemistry calculation of the molecule C7H10O, from the Open Molecules 2025 dataset.

```
18
Properties=species:S:1:pos:R:3
C -1.736 0.428 0.709
H -1.796 2.657 1.230
C 0.360 0.341 -0.263
H -0.159 -2.517 -0.781
H 2.354 0.750 -0.520
C -0.995 -2.000 -0.179
H 1.595 0.081 -2.102
H 0.456 2.552 -0.352
H 0.917 1.979 1.167
H -2.696 0.014 1.039
C 1.660 0.011 -1.021
H -0.791 -2.405 0.902
C -0.777 -0.432 -0.012
H 2.608 -1.369 0.229
O 2.094 -1.257 -0.766
C 0.162 1.778 0.387
H -2.011 -2.285 -0.598
C -1.244 1.675 0.931
```

structure (SMILES): CC1=C(CO)CC=C1
E_LUMO: 0.686 eV
E_HOMO: -8.0 eV

#x
The following is a quantum chemistry calculation of a cluster of 2 separate species, C7H10O in total, from the Open Molecules 2025 dataset.

```
18
Properties=species:S:1:pos:R:3
H 3.127 -1.163 -0.511
H -0.933 -0.043 -1.823
H 1.641 1.260 -1.630
H 3.083 -1.592 1.779
C 2.221 0.349 -1.568
C -2.562 -0.059 -0.108
C 1.745 -0.221 0.835
H 1.617 -1.191 2.729
H -1.455 1.594 -1.344
C -0.952 0.088 0.291
C 2.379 -0.377 -0.435
H -0.402 -0.824 0.155
C -1.356 0.577 -1.012
H -2.783 -1.132 -0.134
H 2.757 0.106 -2.476
O -3.385 0.751 0.331
H -0.819 0.871 1.018
C 2.165 -1.034 1.821
```

E_LUMO: -2.541 eV
E_HOMO: -7.5 eV

Which of them is the most stable? Correct choice: #w.

#w
The following is a quantum chemistry calculation of a cluster of 2 separate species, C3H9N3O in total, from the Open Molecules 2025 dataset.

```
16
Properties=species:S:1:pos:R:3
N 0.780 -0.871 0.786
C -0.520 -0.500 -1.168
H 2.625 -1.553 0.684
H 1.522 2.293 0.656
H -1.589 0.892 0.616
O 2.421 0.963 -0.545
N -0.460 -0.732 0.213
H -2.238 -0.610 1.240
H 0.376 0.063 -1.604
C 1.750 1.187 0.433
C -1.322 -0.105 1.099
H 1.918 -1.356 -0.792
N 1.754 -1.591 0.110
H -0.388 -1.484 -1.624
H -1.358 0.005 -1.539
H -0.851 0.096 2.149
```

E_LUMO (spin up / spin down): 0.848 / 0.704 eV
E_HOMO (spin up / spin down): -7.4 / -6.8 eV

#x
The following is a quantum chemistry calculation of the molecule C3H9N3O, from the Open Molecules 2025 dataset.

```
16
Properties=species:S:1:pos:R:3
C -0.796 -0.011 1.776
N -0.854 0.022 0.299
H -0.802 0.221 -2.148
O 1.404 0.266 0.215
H -1.446 -0.661 -0.159
N 0.989 1.217 -2.489
H 0.740 -1.240 2.565
H 1.975 1.117 -2.294
H -0.730 -2.054 2.363
C 0.237 0.117 -1.901
H -1.858 -0.018 2.043
C 0.352 0.092 -0.361
H 0.618 2.074 -2.105
N -0.234 -1.186 2.341
H 0.665 -0.828 -2.233
H -0.260 0.873 2.088
```

structure (SMILES): NCNC(=O)CN
E_LUMO: 0.904 eV
E_HOMO: -8.9 eV

Which of them is the most stable? Correct choice: #x.

#w
The following is a quantum chemistry calculation of a cluster of 2 separate species, C4H9NO3 in total, from the Open Molecules 2025 dataset.

```
17
Properties=species:S:1:pos:R:3
O -0.059 1.181 -1.963
O 0.846 -1.440 1.492
H 1.265 0.146 -0.453
H -2.131 -0.013 2.614
H 2.968 0.518 -2.527
C -0.380 1.022 -0.819
H -2.569 0.736 1.080
H -3.426 -0.420 1.519
H -1.227 1.481 -0.296
H -1.903 -1.552 -0.017
O 2.767 0.976 -1.683
N 0.345 0.163 0.002
H 2.517 1.889 -1.851
C -1.468 -1.239 0.932
C -2.327 -0.206 1.560
C -0.018 -0.883 0.875
H -1.389 -2.131 1.570
```

structure (SMILES): CCC(=O)NC=O.O
E_LUMO: 0.735 eV
E_HOMO: -10.1 eV

#x
The following is a quantum chemistry calculation of the molecule C4H9NO3, from the Open Molecules 2025 dataset.

```
17
Properties=species:S:1:pos:R:3
H -1.894 1.298 0.851
N 1.853 1.254 -1.235
H 2.973 1.362 -1.261
C -0.746 -0.872 0.933
H -0.301 -0.698 3.109
C -0.070 -0.089 -0.299
C -1.617 0.325 0.303
O 0.031 -0.786 2.206
O -2.642 -0.218 -0.369
H 1.416 2.175 -1.161
H 1.434 0.780 1.051
H -2.432 -1.189 -0.911
H 0.339 -0.401 -2.110
C 1.257 0.459 -0.084
H 1.817 -0.727 -0.295
O -0.323 -0.870 -1.457
H -1.096 -1.802 0.729
```

structure (SMILES): NCC1(O)[C@@H](O)[C@@H]1O
E_LUMO: 0.738 eV
E_HOMO: -8.3 eV

Which of them is the most stable? Correct choice: #w.

#w
The following is a quantum chemistry calculation of the molecule C4H9NO3, from the Open Molecules 2025 dataset.

```
17
Properties=species:S:1:pos:R:3
C 0.917 0.458 -0.798
O -1.716 -1.164 -0.203
C 0.432 -0.409 -1.903
H 0.671 -1.590 3.039
O 0.507 -0.861 2.422
H -1.045 1.575 -0.745
H 0.118 2.148 0.451
H -0.487 -0.961 -1.511
N -1.151 0.676 1.137
C -1.111 -0.629 0.705
H 0.123 0.170 -2.772
H 1.449 -0.083 -0.020
O -0.339 -1.511 1.461
H 1.155 -1.177 -2.173
H -0.658 0.793 2.020
C -0.374 1.264 0.046
H 1.507 1.299 -1.155
```

structure (SMILES): CCCNC(=O)OO
E_LUMO: 0.449 eV
E_HOMO: -9.7 eV

#x
The following is a quantum chemistry calculation of a structure of composition C4H9NO3, from the Open Molecules 2025 dataset.

```
17
Properties=species:S:1:pos:R:3
H 0.227 -0.184 2.606
O 0.857 -0.810 2.199
O -0.508 1.260 1.612
N 0.222 0.706 0.548
H -1.159 -0.151 -2.396
H -2.887 0.242 -0.257
O -2.100 0.074 0.279
C -0.576 0.678 -0.554
H -1.499 0.776 1.307
C 2.087 -0.808 0.195
H -0.983 1.664 -0.755
H 2.687 -1.630 0.551
H -0.044 -1.185 -1.466
H 2.298 -0.390 -0.773
H 0.553 0.258 -2.311
C -0.284 -0.163 -1.749
C 1.108 -0.336 0.965
```

E_LUMO: 0.611 eV
E_HOMO: -8.4 eV

#y
The following is a quantum chemistry calculation of the molecule C4H9NO3, from the Open Molecules 2025 dataset.

```
17
Properties=species:S:1:pos:R:3
H -0.022 1.090 1.457
C 1.677 -0.600 -0.389
N -1.973 -0.965 0.319
H 2.763 0.440 0.852
H -1.685 -1.524 1.099
O 0.277 0.138 1.413
H 1.790 -0.811 -1.441
H -0.308 0.960 -1.860
H -2.752 -1.432 -0.202
O -1.519 1.533 -0.173
H -2.012 0.797 0.445
C 0.308 -0.109 0.044
C -0.866 -0.822 -0.522
C -0.668 0.621 -0.867
H -0.757 -1.626 -1.288
O 2.761 0.308 -0.111
H 1.932 -1.515 0.089
```

structure (SMILES): N[C@H]1[C@@H](O)[C@]1(O)CO
E_LUMO: 0.647 eV
E_HOMO: -9.3 eV

Which of them is the most stable? Correct choice: #y.

#w
The following is a quantum chemistry calculation of the molecule C4H9NO3, from the Open Molecules 2025 dataset.

```
17
Properties=species:S:1:pos:R:3
C -1.564 0.071 0.880
O 1.835 0.047 -2.346
H 0.905 -1.520 -1.367
H -3.309 -0.612 1.396
O -2.425 -0.933 1.140
H -0.052 -0.081 -2.045
N 2.177 0.283 0.430
H 2.532 1.120 0.841
O -1.968 1.204 0.712
C -0.145 -0.348 0.851
H 0.138 -0.178 1.903
H 0.416 1.314 -0.110
H -0.094 -1.444 0.785
C 0.805 -0.442 -1.467
H 2.685 -0.577 0.518
C 0.861 0.319 -0.165
H 2.677 0.000 -1.908
```

structure (SMILES): N[C@@H](CO)CC(=O)O
E_LUMO: 0.705 eV
E_HOMO: -9.3 eV

#x
The following is a quantum chemistry calculation of the molecule C4H9NO3, from the Open Molecules 2025 dataset.

```
17
Properties=species:S:1:pos:R:3
H 0.640 1.449 -1.253
H 1.787 -0.021 -0.950
H 1.155 -1.587 -0.869
C -1.430 -0.995 -0.499
H -1.586 -0.087 1.407
H 0.809 -0.263 1.861
C 0.385 0.019 0.773
H 2.298 -1.252 0.194
H -3.189 -1.088 -1.218
O -2.799 -0.650 -0.486
H 1.662 1.649 0.709
C 1.417 -0.778 -0.177
C 0.636 1.481 0.669
H -0.056 2.104 1.332
O 0.221 1.965 -0.563
N -0.967 -0.535 0.676
O -0.984 -1.411 -1.604
```

structure (SMILES): C[C@@H](CO)NC(=O)O
E_LUMO: 0.699 eV
E_HOMO: -10.0 eV

Which of them is the most stable? Correct choice: #w.